A.
Here is the ion C10H14NO with charge +1 from the Open Molecules 2025 dataset. Energies are from the ωB97M-V functional and the def2-TZVPD basis.

CARTESIAN COORDINATES (ANGSTROEM)
C (2.530, -0.635, 1.744)
C (1.373, 0.058, 1.547)
C (3.447, -0.929, 0.677)
C (1.108, 0.752, 0.263)
C (3.098, -0.381, -0.526)
C (1.966, 0.459, -0.877)
C (-3.216, 0.327, 1.081)
C (-2.573, -1.168, -0.963)
C (1.774, 1.111, -2.078)
C (-2.525, 0.252, -0.310)
N (-1.265, 0.865, -0.089)
O (-0.282, 0.152, -0.089)
H (2.736, -1.038, 2.686)
H (0.584, 0.499, 2.331)
H (4.262, -1.623, 0.675)
H (0.947, 1.802, 0.342)
H (3.756, -0.644, -1.320)
H (-2.747, -0.428, 1.659)
H (-3.292, 1.266, 1.533)
H (-4.165, -0.022, 0.895)
H (-1.685, -1.666, -0.774)
H (-2.864, -1.055, -2.039)
H (-3.360, -1.611, -0.303)
H (0.960, 1.784, -2.087)
H (2.380, 0.874, -2.976)
H (-2.948, 1.000, -1.000)

As for the net charge: +1. The lowest unoccupied orbital energy comes out at -5.6849 eV. For the gap between HOMO and LUMO, the calculation gives 6.47 eV.

***

B.
Here is a cluster of 2 separate species, C10H14NO in total from the Open Molecules 2025 dataset. Energies are from the ωB97M-V functional and the def2-TZVPD basis.

CARTESIAN COORDINATES (ANGSTROEM)
C (-3.860, 0.427, -0.548)
C (-3.346, 0.819, 0.742)
C (-3.227, -0.552, -1.265)
C (-2.197, 0.120, 1.161)
C (-2.068, -1.225, -0.838)
C (-1.539, -0.950, 0.424)
C (1.759, -0.936, -1.506)
C (2.906, 0.843, -0.057)
C (-0.491, -1.774, 0.942)
C (1.650, 0.060, -0.353)
N (1.324, -0.846, 0.675)
O (2.051, -1.041, 1.606)
H (-4.695, 0.852, -1.056)
H (-3.777, 1.629, 1.315)
H (-3.647, -0.698, -2.227)
H (-1.710, 0.552, 2.176)
H (-1.490, -1.806, -1.461)
H (2.471, -1.764, -1.367)
H (0.953, -1.698, -1.696)
H (2.064, -0.424, -2.479)
H (3.110, 1.412, -0.919)
H (3.797, 0.237, 0.188)
H (2.911, 1.457, 0.732)
H (-0.355, -1.962, 1.958)
H (-0.198, -2.688, 0.422)
H (0.778, 0.813, -0.434)

As for the net charge: +1. The lowest unoccupied orbital energy comes out at -5.2258 eV. For the gap between HOMO and LUMO, the calculation gives 8.13 eV.

***

B is the most stable structure; the next one sits 1.050 eV above it.

***

A.
Here is a structure of composition C10H14N4O5 from the Open Molecules 2025 dataset. Energies are from the ωB97M-V functional and the def2-TZVPD basis.

CARTESIAN COORDINATES (ANGSTROEM)
C (2.963, 0.846, -0.585)
C (1.404, 0.388, -0.754)
C (3.472, -0.014, 0.468)
C (3.195, -1.523, 0.201)
C (-0.912, 0.974, 0.015)
C (-1.562, 2.295, 0.129)
C (-1.057, -0.224, 0.979)
C (-2.356, -0.874, 0.653)
C (-2.422, -2.276, 0.247)
C (-4.192, -1.233, -0.500)
H (3.671, 2.391, 1.146)
H (3.515, 2.957, -1.137)
H (3.324, 0.423, -1.453)
H (4.486, 0.257, 0.502)
H (2.961, 0.157, 1.448)
H (2.467, -2.928, 1.287)
H (0.928, 2.091, 0.125)
H (-1.484, 0.625, -0.889)
H (-0.097, -0.747, 0.741)
H (-1.065, 0.106, 2.045)
H (-1.615, -3.146, -0.064)
H (-5.122, -1.160, -0.994)
H (-4.065, -3.177, -0.710)
H (-3.264, 1.388, -0.018)
N (2.975, 2.244, -0.147)
N (0.449, 1.186, -0.204)
N (-3.507, -0.217, 0.091)
N (-3.560, -2.369, -0.477)
O (1.165, -0.732, -1.306)
O (3.744, -2.249, -0.658)
O (2.489, -2.021, 1.346)
O (-0.746, 3.192, 0.357)
O (-2.945, 2.398, 0.012)

The lowest unoccupied orbital energy comes out at -0.0308 eV. For the gap between HOMO and LUMO, the calculation gives 9.13 eV.

***

B.
Here is the molecule C10H14N4O5 from the Open Molecules 2025 dataset. Energies are from the ωB97M-V functional and the def2-TZVPD basis.

CARTESIAN COORDINATES (ANGSTROEM)
N (-1.473, 2.761, 0.910)
C (-1.260, 1.496, 0.283)
C (-2.578, 1.047, -0.245)
C (-2.620, -0.466, -0.064)
C (-2.717, -1.217, 1.064)
N (-2.621, -2.499, 0.650)
C (-2.630, -2.508, -0.727)
N (-2.515, -1.244, -1.206)
C (-0.277, 1.695, -0.928)
O (-0.599, 2.585, -1.776)
N (0.853, 0.955, -0.941)
C (1.170, -0.194, -0.125)
C (2.245, -1.114, -0.661)
C (3.738, -0.837, -0.549)
O (4.565, -1.582, -0.047)
O (4.100, 0.332, -1.127)
C (1.809, 0.434, 1.304)
O (1.329, 1.394, 1.930)
O (2.902, -0.044, 1.684)
H (-1.744, 3.531, 0.214)
H (-0.590, 3.067, 1.340)
H (-0.795, 0.883, 1.048)
H (-2.868, 1.343, -1.276)
H (-3.360, 1.454, 0.465)
H (-2.657, -0.931, 2.193)
H (-2.887, -3.313, 1.224)
H (-2.521, -3.491, -1.182)
H (1.514, 1.183, -1.653)
H (0.286, -0.713, -0.026)
H (2.065, -2.096, -0.147)
H (2.018, -1.434, -1.670)
H (5.050, 0.406, -1.189)
H (3.068, -0.884, 1.230)

The lowest unoccupied orbital energy comes out at 0.1548 eV. For the gap between HOMO and LUMO, the calculation gives 8.80 eV. As for the SMILES: N[C@@H](Cc1c[nH]cn1)C(=O)N[C@@H](CC(=O)O)C(=O)O.

***

B is the most stable structure; the next one sits 4.255 eV above it.

***

A.
Here is the molecule C11H13NS from the Open Molecules 2025 dataset. Energies are from the ωB97M-V functional and the def2-TZVPD basis.

CARTESIAN COORDINATES (ANGSTROEM)
C (-5.029, 0.244, -0.328)
C (-3.872, 0.447, -0.564)
C (-2.432, 0.729, -0.752)
N (-1.531, 0.044, 0.161)
C (-1.183, -1.335, -0.072)
C (-0.546, 0.830, 0.820)
C (0.648, 0.956, -0.052)
C (0.886, 1.888, -0.979)
C (1.829, -0.011, 0.126)
C (2.274, -0.707, 1.302)
C (3.527, -1.480, 1.061)
C (4.058, -1.219, -0.186)
S (3.126, -0.187, -1.149)
H (-6.054, 0.092, -0.047)
H (-2.174, 0.476, -1.805)
H (-2.290, 1.863, -0.667)
H (-0.436, -1.392, -0.966)
H (-1.996, -2.008, -0.283)
H (-0.518, -1.763, 0.764)
H (-0.192, 0.341, 1.784)
H (-0.893, 1.849, 0.985)
H (1.858, 2.027, -1.421)
H (0.122, 2.594, -1.268)
H (1.795, -0.544, 2.254)
H (3.985, -2.112, 1.814)
H (5.040, -1.624, -0.534)

The lowest unoccupied orbital energy comes out at 0.4782 eV. For the gap between HOMO and LUMO, the calculation gives 8.56 eV. As for the SMILES: C#CCN(C)CC(=C)c1cccs1.

***

B.
Here is the molecule C11H13NS from the Open Molecules 2025 dataset. Energies are from the ωB97M-V functional and the def2-TZVPD basis.

CARTESIAN COORDINATES (ANGSTROEM)
S (-0.526, 2.066, 2.786)
C (-1.155, 1.033, 1.756)
N (-1.817, 0.304, 1.108)
C (-1.939, -0.557, -0.120)
C (-2.220, 0.500, -1.318)
C (-0.937, 1.190, -1.741)
C (0.083, 0.187, -2.447)
C (1.010, -0.597, -1.453)
C (1.066, -2.008, -1.437)
C (1.816, -2.579, -0.528)
C (2.402, -1.852, 0.500)
C (2.177, -0.495, 0.682)
C (1.481, 0.106, -0.380)
H (-1.008, -1.180, -0.328)
H (-2.630, -1.422, 0.043)
H (-2.519, -0.076, -2.207)
H (-3.062, 1.140, -0.926)
H (-1.349, 1.982, -2.473)
H (-0.419, 1.838, -0.978)
H (0.707, 0.788, -3.112)
H (-0.335, -0.531, -3.230)
H (0.616, -2.570, -2.233)
H (1.970, -3.658, -0.512)
H (2.845, -2.350, 1.284)
H (2.446, 0.086, 1.569)
H (1.179, 1.199, -0.319)

The lowest unoccupied orbital energy comes out at 0.7727 eV. For the gap between HOMO and LUMO, the calculation gives 9.71 eV. As for the SMILES: S=C=NCCCCc1ccccc1.

***

B is the most stable structure; the next one sits 2.802 eV above it.

***

A.
Here is a cluster of 2 separate species, C4H3ClN2S in total from the Open Molecules 2025 dataset. Energies are from the ωB97M-V functional and the def2-TZVPD basis.

CARTESIAN COORDINATES (ANGSTROEM)
Cl (-2.867, -0.504, -1.767)
C (-1.260, -0.621, -1.275)
N (-0.694, -1.719, -0.937)
C (0.591, -1.520, -0.562)
C (1.023, -0.236, -0.614)
S (-0.240, 0.803, -1.158)
H (1.171, -2.370, -0.253)
H (1.988, 0.162, -0.374)
C (-2.969, 1.368, 1.399)
N (-3.014, 0.263, 1.668)
H (-2.908, 2.392, 1.139)

The lowest unoccupied orbital energy comes out at 0.4979 eV. For the gap between HOMO and LUMO, the calculation gives 9.73 eV. As for the SMILES: Clc1nccs1.C#N.

***

B.
Here is the molecule C4H3ClN2S from the Open Molecules 2025 dataset. Energies are from the ωB97M-V functional and the def2-TZVPD basis.

CARTESIAN COORDINATES (ANGSTROEM)
N (1.876, -0.504, -2.975)
C (1.179, 0.139, -2.132)
C (0.599, 0.734, -0.950)
C (0.001, -0.255, -0.155)
Cl (-0.313, -1.889, -0.459)
C (-0.508, 0.378, 1.139)
N (-0.822, -0.559, 2.108)
S (-0.533, 2.093, 1.397)
H (0.743, 1.789, -0.600)
H (-1.462, -0.166, 2.919)
H (-0.448, -1.540, 1.798)

The lowest unoccupied orbital energy comes out at -1.4513 eV. For the gap between HOMO and LUMO, the calculation gives 7.54 eV. As for the SMILES: N#C/C=C(\Cl)C(N)=S.

***

A is the most stable structure; the next one sits 1.695 eV above it.